[1]
DFT (the ωB97M-V functional and the def2-TZVPD basis) results for a molecular structure, C3H2FHoO2 in a non-equilibrium geometry.

Summary:
- Calculated total energy: -1313.7831 Ha
- Total charge: 0
- ⟨S²⟩: 6.00
- 2S+1: 5

Structure (XYZ):
```
9
C3H2FHoO2, DFT the ωB97M-V functional and the def2-TZVPD basis
F 0.66406 1.62115 -0.43557
O -1.21706 -1.68371 0.69826
O -3.16484 -0.72697 -0.14764
C -0.60100 -0.79049 1.59900
C -1.47103 0.23550 1.47412
C -2.21367 -0.66989 0.55386
H 0.28319 -1.08434 2.16922
H -1.69416 1.16440 1.98612
Ho 2.46617 0.45414 -0.77142
```

[2]
DFT (the ωB97M-V functional and the def2-TZVPD basis) results for a molecular structure, C6H11NO3S in a non-equilibrium geometry.

Summary:
- Calculated total energy: -913.6171 Ha
- Total charge: 0

Structure (XYZ):
```
22
C6H11NO3S, DFT the ωB97M-V functional and the def2-TZVPD basis
C 0.11471 0.91313 0.86697
C 0.43541 1.22705 -0.60325
C 0.79639 -1.24630 -1.60405
C 0.17064 -2.56628 -0.93739
C -0.93978 -2.38026 0.02689
C -1.35786 1.19307 0.94945
H 1.58925 1.16976 2.42831
H 0.87219 2.38763 1.37455
H 0.37346 -0.22040 0.94406
H 0.29391 2.38416 -0.71271
H 1.47375 0.81255 -0.81018
H 1.63749 -1.45122 -2.45902
H 1.49726 -0.74047 -0.55945
H 0.76287 -3.65213 -1.49774
H -1.42406 -3.21108 0.70615
H -1.46645 -1.32137 0.36406
H -1.18606 1.66465 2.81218
N 0.66849 1.58708 1.96849
O 0.02287 0.82248 -3.37432
O -1.95870 1.24417 2.22483
O -1.93855 1.19623 -0.12513
S -0.43723 0.18754 -1.98268
```

[3]
DFT (the ωB97M-V functional and the def2-TZVPD basis) results for a molecular structure, C16H23F12Ni2O11 in a non-equilibrium geometry.

Summary:
- Calculated total energy: -5665.9547 Ha
- Total charge: +1
- ⟨S²⟩: 6.01
- 2S+1: 5

Structure (XYZ):
```
64
C16H23F12Ni2O11, DFT the ωB97M-V functional and the def2-TZVPD basis
Ni 2.23912 1.47203 0.92107
Ni 1.64084 0.95892 -1.55299
O 3.35551 0.75438 -0.60279
H 4.14642 0.36548 -0.97159
O 0.79016 0.33240 0.13702
H -0.06024 -0.06319 -0.04502
O 1.69481 2.72628 -0.50936
H 1.70999 3.42693 -1.15981
C -2.68503 3.76865 1.93420
C -1.30897 3.13791 1.92775
O -0.77409 3.18205 3.25152
C 0.37619 2.65014 3.41848
O 1.02643 2.12573 2.55159
C 0.94570 2.83897 4.83870
F 1.03181 1.63565 5.44067
F 2.16890 3.33231 4.72800
F 0.18453 3.62823 5.57438
H -3.09335 4.03595 0.96799
H -2.67147 4.62357 2.61422
H -3.37925 3.06754 2.40824
H -0.61150 3.61192 1.23053
H -1.37102 2.10551 1.56794
C -0.80794 -1.87933 -5.06815
C 0.12972 -1.33580 -3.99951
O 0.92559 -2.44374 -3.57283
C 1.77720 -2.21495 -2.65702
O 1.98394 -1.18023 -2.07395
C 2.65102 -3.43360 -2.30280
F 2.26456 -4.52742 -2.94867
F 3.90643 -3.13663 -2.68383
F 2.64118 -3.65012 -0.99975
H -1.49280 -1.16085 -5.51275
H -1.38291 -2.70913 -4.65808
H -0.21749 -2.27815 -5.89633
H -0.48605 -0.97559 -3.17412
H 0.66887 -0.48553 -4.42106
C -1.68551 1.61385 -2.15334
C -2.94225 1.33487 -1.34532
O -3.82109 0.56051 -2.15918
C -4.88749 0.04848 -1.55005
O -5.23405 0.30327 -0.44264
C -5.64159 -0.97890 -2.41468
F -6.95761 -0.78919 -2.33781
F -5.28838 -0.93099 -3.69151
F -5.39323 -2.19066 -1.89877
H -1.85681 1.85229 -3.19994
H -1.01202 0.74987 -2.11449
H -1.17273 2.43638 -1.64595
H -3.44439 2.26037 -1.07242
H -2.64307 0.80477 -0.44004
C 1.22680 -3.89860 1.84225
C 1.46914 -2.41621 1.90791
O 2.62192 -2.17400 2.76296
C 3.05017 -0.97265 2.91318
O 2.63532 0.01014 2.34557
C 4.10009 -0.85025 4.05248
F 3.94158 0.30235 4.66084
F 3.98129 -1.83982 4.92952
F 5.33472 -0.90474 3.52734
H 1.93429 -4.39118 1.18201
H 0.22565 -4.08687 1.45281
H 1.24987 -4.31101 2.85047
H 0.66386 -1.87574 2.41027
H 1.62872 -1.97263 0.92665
```

[4]
DFT (the ωB97M-V functional and the def2-TZVPD basis) results for a single C29H30N4O2 molecule in a non-equilibrium geometry.

Summary:
- Calculated total energy: -1492.6198 Ha
- Total charge: 0
- Structure (SMILES): CC1(C)Cc2c(C#N)c(N3CCN(C(=O)c4ccccc4)CC3)nc(Cc3ccccc3)c2CO1

Structure (XYZ):
```
65
C29H30N4O2, DFT the ωB97M-V functional and the def2-TZVPD basis
C -0.02497 4.02562 2.77154
H -0.70582 3.78385 3.58314
H 0.79354 4.62655 3.15808
H 0.38702 3.10308 2.36768
C -0.75406 4.80575 1.67044
C -1.36841 6.08479 2.24797
H -2.10817 5.84166 3.00562
H -0.58682 6.69387 2.69332
H -1.84478 6.66245 1.45908
C -1.86470 3.92105 1.06677
C -1.25522 2.84561 0.23003
C -0.27819 3.26597 -0.66538
C 0.32324 2.30608 -1.47769
N -0.01677 1.03419 -1.40497
C -0.93434 0.58674 -0.54963
N -1.20906 -0.74483 -0.64503
C -0.47502 -1.53229 -1.61999
H -0.17707 -0.88971 -2.44625
H -1.14137 -2.32190 -1.97920
C 0.76172 -2.15646 -0.97186
N 0.37269 -2.93744 0.18583
C 0.47777 -4.29113 0.14472
O 0.93468 -4.87675 -0.81942
C 0.04664 -5.02946 1.37215
C -0.95267 -5.98961 1.27368
C -1.31668 -6.72989 2.38449
C -0.67247 -6.52960 3.59378
C 0.33978 -5.58897 3.69116
C 0.69898 -4.83846 2.58598
H 1.49508 -4.11108 2.65679
H 0.85205 -5.44064 4.63035
H -0.95319 -7.11157 4.45902
H -2.09967 -7.46923 2.30457
H -1.43823 -6.15097 0.32274
C -0.39349 -2.18800 1.15106
H -0.71500 -2.83640 1.96570
C -1.62548 -1.56146 0.47020
H -2.18975 -0.98014 1.19508
H -2.26943 -2.35992 0.08661
H 0.23501 -1.38575 1.55835
H 1.27012 -2.82090 -1.67107
H 1.44507 -1.36022 -0.66010
C -1.60432 1.49135 0.31835
C -2.62341 1.14335 1.21965
N -3.46894 0.93703 1.97264
C 1.39588 2.63830 -2.48385
C 1.91218 1.37765 -3.11940
C 2.93216 0.65499 -2.51561
C 3.36309 -0.54288 -3.05702
C 2.77734 -1.03330 -4.21141
C 1.76362 -0.31636 -4.82326
C 1.33342 0.88103 -4.27892
H 0.53644 1.43368 -4.75612
H 1.30443 -0.69241 -5.72590
H 3.11030 -1.97002 -4.63255
H 4.15616 -1.09722 -2.57679
H 3.38976 1.03321 -1.61212
H 2.20473 3.16919 -1.97524
H 0.97574 3.30703 -3.23966
C 0.03898 4.73036 -0.62330
O 0.22478 5.18705 0.69898
H -0.77438 5.29557 -1.11279
H 0.97309 4.96391 -1.13698
H -2.48093 3.51227 1.86692
H -2.50268 4.54174 0.42902
```